Entry 1:
{
  "formula": "C26H36FeP",
  "method": "the ωB97M-V functional and the def2-TZVPD basis",
  "symbols": ["C", "H", "H", "H", "C", "H", "H", "C", "H", "H", "H", "C", "C", "C", "C", "C", "C", "C", "C", "C", "C", "Fe", "H", "H", "H", "H", "H", "H", "H", "H", "H", "H", "H", "H", "H", "H", "H", "C", "P", "C", "C", "C", "C", "C", "C", "C", "C", "C", "C", "C", "C", "H", "H", "H", "H", "H", "H", "H", "H", "H", "H", "H", "H", "H"],
  "coordinates": [[-2.117, 1.211, 0.312], [-2.367, 2.246, 0.595], [-2.195, 1.219, -0.787], [-0.972, 1.201, 0.777], [-3.152, 0.305, 0.972], [-3.080, -0.711, 0.558], [-2.922, 0.221, 2.043], [-4.585, 0.823, 0.800], [-5.294, 0.112, 1.240], [-4.716, 1.791, 1.300], [-4.836, 0.947, -0.260], [1.478, -1.292, -1.040], [0.231, -1.996, -1.102], [-0.726, -1.152, -1.786], [-0.052, 0.086, -2.121], [1.310, -0.018, -1.665], [2.383, 0.975, -1.899], [-0.603, 1.176, -2.961], [-2.092, -1.537, -2.219], [-0.005, -3.397, -0.679], [2.772, -1.822, -0.545], [-0.394, -0.002, 0.154], [-0.070, 2.116, -2.775], [-0.502, 0.942, -4.032], [-1.669, 1.339, -2.762], [1.966, 1.935, -2.222], [2.965, 1.151, -0.986], [3.080, 0.633, -2.678], [2.635, -2.658, 0.151], [3.387, -2.195, -1.379], [3.359, -1.044, -0.038], [-1.077, -3.613, -0.613], [0.429, -4.104, -1.401], [0.449, -3.605, 0.298], [-2.794, -0.702, -2.106], [-2.104, -1.832, -3.278], [-2.466, -2.382, -1.631], [1.110, -1.935, 2.726], [0.702, -0.288, 2.098], [-0.394, 0.414, 3.389], [-1.330, -0.417, 4.028], [-2.340, 0.147, 4.811], [-2.421, 1.535, 4.960], [-1.474, 2.361, 4.343], [-0.446, 1.804, 3.583], [2.289, 0.637, 2.149], [2.369, 1.878, 1.485], [3.598, 2.527, 1.343], [4.755, 1.963, 1.885], [4.677, 0.754, 2.583], [3.450, 0.099, 2.729], [0.215, -2.570, 2.689], [1.459, -1.859, 3.766], [1.890, -2.402, 2.111], [-1.274, -1.498, 3.906], [-3.064, -0.504, 5.304], [-3.220, 1.974, 5.560], [-1.534, 3.445, 4.454], [0.316, 2.445, 3.134], [1.470, 2.343, 1.072], [3.642, 3.477, 0.809], [5.714, 2.470, 1.765], [5.575, 0.313, 3.018], [3.399, -0.833, 3.296]],
  "nbo_charge": [-0.679, 0.294, 0.252, 0.134, -0.433, 0.198, 0.238, -0.600, 0.246, 0.227, 0.216, -0.054, -0.029, -0.005, -0.185, 0.111, -0.690, -0.651, -0.674, -0.667, -0.668, 1.279, 0.239, 0.266, 0.226, 0.243, 0.260, 0.281, 0.233, 0.269, 0.245, 0.238, 0.272, 0.238, 0.237, 0.283, 0.244, -0.946, 0.797, -0.290, -0.231, -0.196, -0.173, -0.179, -0.250, -0.384, -0.231, -0.195, -0.164, -0.202, -0.129, 0.259, 0.277, 0.261, 0.221, 0.245, 0.247, 0.242, 0.229, 0.202, 0.241, 0.249, 0.247, 0.220],
  "largest_force_ev_per_a": 4.8,
  "lumo_energy_ev": [-5.59, -9.04],
  "total_charge": 2,
  "gap_ev": [8.72, 6.00],
  "spin_multiplicity": 6
}

Entry 2:
{
  "formula": "C3H2F2O",
  "method": "the ωB97M-V functional and the def2-TZVPD basis",
  "symbols": ["C", "C", "C", "O", "F", "F", "H", "H"],
  "coordinates": [[0.522, 0.221, 0.528], [-0.360, 1.100, 0.345], [0.109, -1.237, -0.894], [-0.288, -1.010, -1.980], [-0.411, 2.072, 1.312], [0.209, -2.337, -0.135], [1.347, 0.128, 1.169], [-1.128, 1.063, -0.344]],
  "nbo_charge": [-0.308, 0.173, 0.904, -0.518, -0.344, -0.319, 0.223, 0.190],
  "largest_force_ev_per_a": 7.0,
  "lumo_energy_ev": 0.46,
  "gap_ev": 11.09
}

Entry 3:
{
  "formula": "C30H30I2N7S2Sc",
  "method": "the ωB97M-V functional and the def2-TZVPD basis",
  "symbols": ["Sc", "N", "C", "S", "N", "N", "C", "C", "C", "C", "C", "C", "C", "C", "C", "C", "C", "C", "N", "H", "H", "H", "H", "H", "H", "H", "H", "H", "H", "H", "C", "C", "C", "C", "C", "C", "C", "C", "C", "C", "N", "C", "C", "C", "C", "C", "N", "H", "H", "H", "H", "H", "H", "H", "H", "H", "H", "H", "H", "H", "H", "H", "H", "H", "I", "C", "I", "H", "H", "S", "C", "N"],
  "coordinates": [[1.267, 1.516, -1.004], [1.857, -3.331, -2.203], [1.104, -2.103, -2.136], [2.230, -0.672, -1.920], [0.312, -1.954, -3.377], [-0.823, -1.005, -1.537], [-2.020, -0.542, -0.856], [-2.893, -1.543, -0.246], [-3.236, -2.722, -0.921], [-3.999, -3.707, -0.315], [-4.466, -3.532, 0.981], [-4.146, -2.365, 1.661], [-3.360, -1.394, 1.063], [-2.083, 0.845, -0.769], [-3.255, 1.517, -0.279], [-3.356, 2.866, -0.329], [-2.299, 3.636, -0.869], [-1.193, 2.970, -1.286], [-1.012, 1.621, -1.212], [2.843, -3.154, -2.071], [1.561, -3.987, -1.491], [-2.916, -2.863, -1.947], [-4.245, -4.606, -0.864], [-5.069, -4.294, 1.456], [-4.492, -2.222, 2.677], [-3.080, -0.511, 1.625], [-4.077, 0.915, 0.081], [-4.257, 3.351, 0.025], [-2.350, 4.711, -0.954], [-0.369, 3.540, -1.702], [-0.832, -1.135, -3.059], [-0.027, -2.161, -1.072], [0.357, -2.217, 0.376], [0.363, -3.511, 0.898], [0.828, -3.783, 2.169], [1.326, -2.740, 2.927], [1.314, -1.432, 2.458], [2.032, -0.384, 3.285], [3.325, 0.067, 2.607], [0.767, -1.153, 1.188], [0.674, 0.211, 0.792], [0.071, 1.001, 1.642], [0.239, 2.394, 1.573], [-0.328, 3.433, 2.316], [0.236, 4.611, 1.836], [1.124, 4.244, 0.819], [1.141, 2.910, 0.653], [-1.777, -1.568, -3.376], [0.047, -2.885, -3.674], [-0.753, -0.116, -3.440], [-0.610, -3.058, -1.297], [-0.177, -0.234, -1.396], [-0.026, -4.319, 0.290], [0.817, -4.793, 2.555], [1.742, -2.936, 3.907], [2.266, -0.827, 4.255], [1.415, 0.488, 3.499], [3.987, -0.782, 2.434], [3.851, 0.801, 3.217], [3.112, 0.515, 1.636], [-0.547, 0.582, 2.437], [-1.056, 3.323, 3.105], [0.043, 5.616, 2.174], [1.727, 4.884, 0.191], [4.188, 2.509, -0.410], [5.279, 2.642, -2.222], [5.663, 0.794, -3.166], [6.218, 3.122, -1.982], [4.667, 3.239, -2.888], [1.650, 2.470, -3.344], [1.716, 4.058, -2.804], [1.769, 5.139, -2.390]],
  "mulliken_charge": [-1.024, -0.660, 0.791, -0.177, -0.377, 0.651, -0.540, 0.190, -0.128, -0.937, -0.526, -1.072, -0.028, 1.256, -1.313, -0.669, -0.988, 0.181, 0.919, 0.331, 0.311, 0.344, 0.425, 0.410, 0.401, 0.453, 0.568, 0.455, 0.510, -0.073, -0.643, -1.112, 0.680, -0.613, -1.345, -0.699, 0.526, -0.740, -0.695, -0.821, 2.031, -0.164, 0.038, -1.325, -0.898, -0.558, 0.663, 0.328, 0.416, 0.190, 0.961, -0.100, 0.441, 0.436, 0.404, 0.520, 0.215, 0.362, 0.382, -0.256, 0.379, 0.535, 0.483, 0.470, 0.245, -0.866, 0.099, 0.437, 0.312, -0.324, 0.479, -0.555],
  "largest_force_ev_per_a": 0.3,
  "lumo_energy_ev": -0.45,
  "gap_ev": 6.36
}

Entry 4:
{
  "formula": "C6H7N",
  "method": "the ωB97M-V functional and the def2-TZVPD basis",
  "symbols": ["C", "C", "C", "C", "C", "N", "C", "H", "H", "H", "H", "H", "H", "H"],
  "coordinates": [[-1.294, -1.192, -0.971], [-0.331, -0.408, -0.126], [0.871, 0.429, -0.622], [1.373, 0.530, 0.802], [0.382, 1.528, 0.294], [-0.785, 0.696, 0.753], [0.177, -0.309, 1.284], [-0.782, -1.906, -1.628], [-1.836, -0.487, -1.616], [-2.031, -1.734, -0.373], [1.478, 0.329, -1.519], [2.401, 0.686, 1.103], [0.379, 2.614, 0.371], [0.004, -0.772, 2.252]],
  "nbo_charge": [-0.626, 0.118, -0.262, -0.264, -0.062, -0.384, -0.087, 0.217, 0.223, 0.227, 0.232, 0.230, 0.220, 0.218],
  "largest_force_ev_per_a": 0.6,
  "smiles": "C[C@@]12[C@@H]3[C@H]4[C@@H]3N1[C@H]42",
  "lumo_energy_ev": 1.20,
  "gap_ev": 9.84
}

Entry 5:
{
  "formula": "C4H2Br2O",
  "method": "the ωB97M-V functional and the def2-TZVPD basis",
  "symbols": ["O", "C", "Br", "C", "C", "C", "Br", "H", "H"],
  "coordinates": [[2.322, 0.878, 1.277], [1.730, 0.375, 0.376], [2.465, -0.438, -1.296], [0.112, 0.009, 0.332], [-0.961, -0.485, 0.859], [-1.001, -0.153, -0.589], [-2.018, 1.441, -1.257], [-1.643, -0.901, 1.725], [-1.008, -0.726, -1.426]],
  "nbo_charge": [-0.447, 0.538, -0.020, -0.089, -0.122, -0.229, -0.106, 0.268, 0.207],
  "largest_force_ev_per_a": 3.4,
  "smiles": "O=C(Br)C1=C[C@H]1Br",
  "lumo_energy_ev": -0.49,
  "gap_ev": 9.48
}

Entry 6:
{
  "formula": "C5H7N",
  "method": "the ωB97M-V functional and the def2-TZVPD basis",
  "symbols": ["C", "C", "C", "N", "C", "C", "H", "H", "H", "H", "H", "H", "H"],
  "coordinates": [[0.668, 1.196, -0.009], [-0.611, 1.168, -0.394], [-1.090, -0.241, -0.552], [-1.167, -1.155, 0.590], [0.069, -1.096, -0.199], [1.165, -0.188, 0.355], [1.289, 2.081, 0.062], [-1.234, 2.030, -0.605], [-1.773, -0.491, -1.359], [-1.031, -0.648, 1.465], [0.357, -1.939, -0.823], [2.178, -0.428, 0.018], [1.181, -0.289, 1.452]],
  "nbo_charge": [-0.168, -0.221, -0.126, -0.565, -0.076, -0.464, 0.211, 0.217, 0.206, 0.344, 0.205, 0.220, 0.216],
  "largest_force_ev_per_a": 0.5,
  "smiles": "C1=C[C@@H]2N[C@@H]2C1",
  "lumo_energy_ev": 1.15,
  "gap_ev": 10.03
}

| no. | molecular weight (g mol⁻¹) | E_tot (eV) |
| --- | --- | --- |
| 1 | 435.393 | -71205.3723 |
| 2 | 92.044 | -10622.5854 |
| 3 | 851.517 | -100602.5820 |
| 4 | 93.129 | -7820.6152 |
| 5 | 225.867 | -146309.3993 |
| 6 | 81.118 | -6786.7484 |